291
Properties=species:S:1:pos:R:3:lowdin_charge:R:1 method="wB97M-V/def2-TZVPD" homo_energy_ev=-8.14 e_above_lowest_kj_mol=0.0 total_energy_ha=-4967.66191 multiplicity=1 orbital_gap_ev=8.545 largest_force_ev_per_a=3.08
H 5.62 0.97 9.08 0.074
H -4.15 -3.46 -1.89 0.051
N -1.68 -4.75 -0.89 -0.078
H 2.55 -3.12 5.96 0.087
H -4.48 2.43 3.55 0.071
C -3.54 3.43 1.84 -0.144
C -3.10 -4.99 -0.65 -0.508
O 6.19 -5.00 -0.69 -0.097
C 6.08 0.41 6.19 -0.015
N -6.33 -0.59 -0.63 -0.029
C -4.69 0.08 1.03 -0.204
C -4.58 1.23 7.31 -0.107
C -3.17 -5.91 -2.99 -0.200
H 1.85 2.16 -1.47 0.092
C 3.94 1.39 7.20 -0.154
H 0.71 0.53 0.45 0.079
H 1.15 7.73 -3.39 0.098
H 2.07 4.03 1.45 0.057
H -4.96 -4.01 -0.46 0.075
C 7.03 -0.08 2.39 -0.317
O 4.79 -2.15 6.85 -0.016
H -4.60 -6.41 -1.46 0.124
H -6.64 -5.03 2.73 0.077
H 3.56 -6.18 0.25 0.086
H -5.43 5.11 5.14 0.100
H -1.16 -6.69 -2.72 0.126
H -8.90 -2.46 5.89 0.122
C -7.78 -1.95 -2.11 -0.266
H -0.25 6.74 -3.14 0.064
H -0.23 -0.66 -5.18 0.088
H -3.68 1.66 6.88 0.080
C 7.13 -1.62 2.54 -0.074
O 2.08 5.07 -0.92 -0.008
O -0.28 0.20 2.97 -0.222
H -5.68 4.47 0.09 0.074
H -7.23 2.75 3.06 0.073
C 3.71 -5.35 -0.46 -0.077
H 2.98 -3.28 -5.36 0.077
H 3.18 -1.48 3.62 0.055
H -0.59 -5.67 1.44 0.053
H 6.47 -5.81 -0.27 0.070
H 4.33 -0.20 4.01 0.082
H 8.20 2.32 -0.40 0.064
O -6.96 -3.08 -2.09 -0.186
H -1.24 -2.46 -2.19 0.082
H 3.25 6.88 -4.07 0.094
C 4.16 -3.88 -3.72 -0.079
H 1.28 5.55 -0.76 0.047
H -0.75 -3.34 -6.48 0.086
H -0.31 -6.13 3.13 0.077
C 0.62 3.93 3.09 -0.273
H 1.10 2.51 -3.64 0.121
H -4.28 0.83 0.36 0.119
H 5.38 5.03 -1.42 0.113
H 3.47 -4.71 -3.59 0.067
C 3.04 0.35 -8.52 -0.067
C -3.99 -3.76 -0.86 -0.018
C -3.26 -5.44 0.78 -0.047
H 3.73 -1.46 1.18 0.109
H 5.21 2.32 -4.04 0.114
C 4.93 -4.50 -0.13 -0.283
H 0.30 -3.95 3.21 0.105
H -3.61 -6.67 -3.64 0.115
C -0.74 -0.71 -6.17 -0.027
H -4.33 -5.56 1.04 0.089
H 1.66 0.28 4.92 0.111
H 0.16 -0.93 -0.12 0.126
H 3.75 1.72 5.04 0.105
H 3.43 6.65 -2.29 0.081
C -3.73 -1.92 1.92 -0.086
H 1.75 -0.73 2.36 0.092
H -4.56 -2.62 1.91 0.086
H 1.33 -2.87 1.37 0.062
C 0.25 3.18 -3.42 -0.153
H 7.16 3.25 -2.91 0.100
N -5.27 5.59 2.70 -0.122
H 1.51 5.82 -5.26 0.126
H -8.79 -4.02 4.32 0.127
H 4.93 -3.51 -0.58 0.083
H 1.45 -1.87 6.66 0.078
H 2.26 -2.37 -0.79 0.116
H 2.08 2.29 -7.70 0.065
C 2.79 -1.38 -0.79 -0.276
H 7.64 5.78 -2.04 0.132
H 0.81 -4.10 -1.57 0.050
N 1.67 -1.06 1.40 -0.053
N -7.07 -1.46 5.58 -0.070
H -5.59 -2.51 -3.51 0.087
C 0.88 0.07 -9.51 -0.153
O 1.14 -3.85 1.23 -0.133
H 2.90 -0.96 -3.45 0.077
N 4.04 -1.03 6.90 -0.136
H 1.66 0.11 6.72 0.133
H 2.77 3.62 2.94 0.066
C 3.12 1.54 5.93 -0.172
C -5.18 0.04 5.30 -0.203
H -7.53 -1.28 -2.95 0.126
H 6.68 0.34 3.33 0.074
H -2.45 -3.14 -3.31 0.069
C 5.38 0.04 8.59 -0.046
H 0.39 3.26 3.92 0.102
H 5.80 1.01 5.32 0.061
H 5.20 -4.16 -3.44 0.089
C 0.10 4.26 -4.53 -0.142
H -0.62 2.56 -3.31 0.120
C 1.70 5.68 -3.17 -0.539
C 3.90 -1.16 4.37 -0.007
N 6.27 3.68 -2.76 -0.046
H -1.17 -0.27 -10.21 0.119
H -2.73 -6.41 0.85 0.090
H -0.67 0.60 4.89 0.082
C -7.67 -1.18 -0.83 -0.205
H -3.19 7.42 2.15 0.079
C 7.50 5.03 -1.25 -0.255
H 5.66 -2.37 -5.54 0.074
H 5.02 -4.38 0.95 0.104
H -6.49 -1.02 1.42 0.108
C -5.33 5.51 0.17 -0.008
H 4.53 2.29 7.39 0.125
C 0.87 2.55 -1.17 -0.028
N 1.44 -0.93 -7.35 -0.078
O 4.72 -2.17 -5.55 -0.108
H -1.00 0.53 -8.65 0.092
H 0.08 1.78 -1.33 0.092
H -4.30 -0.56 5.53 0.115
C -6.33 -3.29 -3.36 -0.097
C -4.23 3.42 3.22 -0.133
H 3.77 -1.67 -1.24 0.100
C 4.04 -3.46 -5.19 -0.235
H 1.47 -1.90 -2.90 0.082
H -1.54 3.67 -1.20 0.081
H -7.14 4.68 4.69 0.084
H -7.08 -3.25 -4.18 0.095
H -4.83 0.73 4.50 0.089
C 0.78 6.85 -2.82 -0.016
C 8.68 3.25 -0.17 -0.070
C -7.35 -4.35 2.30 -0.116
H -4.65 5.66 -0.70 0.092
H -6.76 0.62 1.06 0.104
C -1.21 0.11 4.07 -0.066
H -4.20 2.97 1.13 0.077
H -7.39 4.07 1.92 0.085
H -0.21 -2.34 -9.07 0.115
H 6.61 -0.50 5.83 0.090
H -6.22 2.76 1.69 0.056
H -2.12 0.61 3.70 0.081
C -0.58 -0.22 -9.30 -0.184
H 0.84 -6.62 1.88 0.078
H -2.65 2.77 1.99 0.112
H -2.96 -7.14 -1.27 0.130
H 4.54 -0.44 9.12 0.093
O -1.27 -3.61 -0.18 -0.067
H 3.37 1.21 -9.10 0.093
H 3.58 0.37 -7.56 0.096
H 7.72 -1.98 3.41 0.081
C -6.17 -0.22 0.73 -0.233
H 7.34 5.54 -0.27 0.124
C -1.44 -3.25 -2.93 -0.008
C 1.60 0.27 -8.20 -0.520
H 3.76 5.29 -3.39 0.083
H -6.97 0.04 4.20 0.120
H 6.28 -0.60 8.58 0.092
H 6.14 -2.09 2.68 0.048
C 0.08 -1.46 -7.15 -0.537
H 4.79 0.63 -2.45 0.112
C 2.13 -2.12 5.85 -0.029
H 5.44 1.53 -1.14 0.106
H -0.47 4.91 -0.55 0.080
C -0.79 4.40 -1.48 -0.016
H 0.82 2.83 -0.11 0.062
H 2.21 4.30 -4.73 0.126
C 0.20 -5.80 2.22 -0.085
H 0.02 5.63 4.05 0.076
C -7.90 -3.35 4.31 -0.246
H -2.59 5.33 2.30 0.118
H 7.07 -0.23 -0.76 0.068
H 1.49 -2.14 4.96 0.069
H -0.06 3.71 -5.46 0.098
H -2.80 -4.69 1.45 0.071
H 3.25 1.28 8.03 0.123
H -1.39 -0.93 4.35 0.084
H -1.42 -5.70 -4.16 0.118
C 2.32 0.27 5.82 -0.157
H 2.46 2.41 6.09 0.118
C 1.88 3.48 2.37 -0.079
H -1.55 -0.01 1.34 0.121
H -2.83 -2.50 1.77 0.058
H 4.45 -4.24 -5.86 0.118
H -5.01 1.89 8.05 0.085
H -3.55 -2.88 -0.39 0.068
C 1.24 1.65 -7.51 -0.002
H 3.37 -0.52 -9.08 0.088
C -0.67 -0.48 1.79 -0.186
H 1.31 -0.75 -10.13 0.137
C 0.51 -0.46 0.81 -0.190
H -7.09 -1.01 6.50 0.119
O 2.10 -0.49 -1.54 -0.204
H 0.76 7.11 -1.76 0.085
C -0.64 -1.51 -8.52 -0.137
O -3.86 -1.04 0.81 -0.213
C 3.16 -0.99 5.70 -0.499
H 0.57 -5.85 -1.85 0.098
C 0.91 -4.49 2.48 -0.307
C 1.42 5.02 -4.51 -0.131
H -6.04 -1.38 3.82 0.094
C -3.27 4.92 1.56 -0.170
H -8.85 -1.46 4.45 0.133
O 8.24 0.52 2.02 -0.072
H 0.35 2.14 -7.90 0.075
H 0.70 -4.68 -3.24 0.090
H -5.70 -1.37 -0.84 0.103
H -8.36 -0.32 -0.96 0.129
H -4.28 0.33 7.90 0.095
H 1.28 -0.18 -3.35 0.086
C 2.95 -0.89 0.65 -0.127
C 5.29 2.61 -3.00 -0.165
N 1.70 4.60 -2.18 -0.107
H 0.86 -3.05 -5.78 0.060
H 1.83 -4.79 3.01 0.110
H 0.69 -3.53 -7.45 0.089
H -5.97 3.42 5.17 0.079
H -4.79 7.90 1.66 0.084
H 6.32 0.20 1.60 0.104
O 0.81 5.31 3.59 -0.102
C 3.13 6.19 -3.22 -0.038
H 3.29 0.16 0.60 0.123
H -1.62 -1.33 -6.09 0.085
H 1.74 2.42 2.12 0.066
H 2.81 -4.77 -0.42 0.026
H -0.71 -3.15 -3.75 0.067
H -1.68 -1.78 -8.32 0.123
C -3.52 -6.22 -1.54 -0.115
C -1.68 -5.80 -3.12 -0.140
C 5.58 1.35 -2.19 -0.259
C 6.20 4.32 -1.49 -0.245
C -6.31 -0.72 4.63 -0.211
H -3.59 3.87 4.01 0.135
H 8.23 3.66 0.70 0.076
H -8.03 -1.83 0.00 0.123
H 2.90 -1.25 -6.30 0.077
O 8.66 4.25 -1.22 -0.174
C -6.09 4.37 4.60 -0.045
H 8.99 0.16 2.48 0.077
H -1.30 5.10 -2.17 0.080
O 6.79 0.78 -2.50 -0.147
C 0.24 -2.90 -6.67 -0.040
C 1.96 -0.92 -2.90 -0.062
H -8.85 -2.13 -2.24 0.119
C 0.33 -4.83 -2.20 -0.043
H -4.59 0.37 2.09 0.104
H 4.69 -1.90 4.47 0.075
O -7.42 -3.13 3.00 -0.212
H -0.82 4.82 -4.38 0.099
O 2.08 -0.75 -6.10 -0.042
C 4.87 0.18 7.16 -0.500
H 4.57 -2.61 7.67 0.118
C 6.97 -0.39 -1.81 -0.113
H -0.16 3.95 2.34 0.088
H 4.32 3.05 -2.74 0.107
H 7.88 -0.84 -2.15 0.090
H 7.57 -2.02 1.62 0.075
H 6.11 3.60 -0.68 0.105
H 3.87 -3.04 -3.09 0.044
H -3.52 7.44 0.39 0.090
C -6.66 3.43 2.44 -0.023
C -1.17 -4.62 -2.29 -0.505
H 1.16 1.53 -6.44 0.062
H -3.65 -4.99 -3.30 0.082
O -6.37 6.40 2.76 -0.019
H 1.00 1.02 -10.09 0.136
C -5.55 4.21 3.17 -0.496
H -6.17 6.21 0.14 0.078
H -7.12 -3.93 4.82 0.127
C -3.95 7.24 1.39 -0.019
C 0.50 3.74 -2.07 -0.524
H -1.04 0.24 -6.55 0.072
O -5.61 0.81 6.44 -0.197
H -3.63 -1.37 2.86 0.078
C -4.45 5.77 1.45 -0.506
H -8.33 -4.84 2.21 0.095
H 9.73 3.08 0.05 0.088
H -0.97 -1.51 1.97 0.099
H 6.74 0.97 6.82 0.074
H -0.42 -3.86 0.29 0.073
C -8.23 -2.12 5.11 -0.219
H -6.88 6.18 1.95 0.086
H -5.87 -4.28 -3.49 0.077
H 6.18 -1.14 -1.98 0.086
H -2.73 5.01 0.61 0.103
H 3.73 -5.70 -1.51 0.067
H -6.99 -4.08 1.29 0.084